No. 1
# C21H8Cl5N2S5Tl

A molecular structure, C21H8Cl5N2S5Tl (ωB97M-V/def2-TZVPD, the Open Molecules 2025 dataset).

Output
**Gap between HOMO and LUMO**: 5.362 eV
**Largest force on an atom**: 0.0020 hartree/bohr
**E_tot**: -5379.08364 hartree
**ΔE to the lowest compared entry with this formula, charge and spin**: 0.0 kJ/mol
**Net charge**: -2

Geometry as XYZ:
```
42
C21H8Cl5N2S5Tl | the Open Molecules 2025 dataset | ωB97M-V/def2-TZVPD
Tl -3.12891 0.26844 1.60478
C 1.32206 -1.93268 1.63709
C 0.09189 -1.30195 1.88691
N -0.38758 -0.33799 1.13507
C 0.33736 0.07844 0.07808
C 1.59287 -0.46391 -0.23276
C 2.07364 -1.50621 0.57740
C 2.34107 0.03114 -1.35355
C 1.84407 1.00551 -2.13999
C 0.54941 1.56412 -1.87596
C -0.01938 2.54871 -2.69990
C -1.25169 3.05847 -2.38807
C -1.89983 2.57546 -1.24106
N -1.39967 1.64807 -0.46273
C -0.19999 1.12716 -0.77031
H 1.64925 -2.74384 2.27269
H -0.52096 -1.58102 2.73992
H 3.02305 -1.97122 0.33757
H 3.30681 -0.41346 -1.56495
H 2.39661 1.36207 -3.00101
H 0.52200 2.88150 -3.57825
H -1.72649 3.81125 -3.00348
H -2.86659 2.97472 -0.94788
Cl -0.24140 -4.55810 -0.38594
C 0.04852 -3.37646 -1.68962
C -0.97529 -2.54376 -2.06897
C -0.67099 -1.69284 -3.10208
Cl -1.92183 -0.54948 -3.66402
C 0.55585 -1.65274 -3.75758
Cl 0.86681 -0.57439 -5.08968
C 1.56785 -2.50363 -3.31917
Cl 3.13563 -2.45306 -4.06572
C 1.31853 -3.37614 -2.26344
Cl 2.60033 -4.41796 -1.70064
S -0.52128 3.06629 8.36621
C -1.12958 2.46482 6.92631
S -1.51267 0.82171 6.65155
C -2.09739 0.92874 4.99813
C -2.05968 2.17503 4.46243
S -2.51687 2.70163 2.86695
S -1.44084 3.41641 5.53874
S -2.65472 -0.55884 4.28691
```

=====

No. 2
# C22H11Br2Cl5IMnN2O3S

A molecular structure, C22H11Br2Cl5IMnN2O3S (ωB97M-V/def2-TZVPD, the Open Molecules 2025 dataset).

Output
**Gap between HOMO and LUMO (alpha / beta)**: 6.810 / 6.742 eV
**⟨S²⟩**: 0.94
**Largest force on an atom**: 0.0097 hartree/bohr
**E_tot**: -10476.24475 hartree
**2S+1**: 2
**Net charge**: -1

Geometry as XYZ:
```
48
C22H11Br2Cl5IMnN2O3S | the Open Molecules 2025 dataset | ωB97M-V/def2-TZVPD
Mn 0.74505 0.04387 0.17650
Br -1.98245 4.40890 0.22934
C -1.68836 3.13739 1.59947
C -2.27399 3.33429 2.85739
C -2.08110 2.44167 3.87516
Br -2.88073 2.77772 5.56588
C -1.29809 1.27631 3.67762
C -1.00059 0.29491 4.64896
C -0.21608 -0.77015 4.31138
C 0.26136 -0.89563 2.99375
N -0.01400 -0.00774 2.06934
C -0.75062 1.08423 2.39795
C -0.89021 2.03598 1.32347
O -0.29415 1.79223 0.21461
H -2.87839 4.21609 3.01994
H -1.38703 0.40667 5.65305
H 0.04526 -1.52424 5.04047
H 0.88046 -1.73082 2.69376
Cl 2.14248 0.00135 -1.93733
C 1.74210 -1.60333 -2.52892
C 1.92371 -1.82629 -3.87938
C 1.64190 -3.07749 -4.40664
C 1.18155 -4.07544 -3.56310
C 1.01192 -3.81852 -2.21459
Cl 0.41005 -5.12134 -1.22722
C 1.28476 -2.57497 -1.62011
S 1.05935 -2.27915 0.07740
H 2.28177 -1.02054 -4.50515
H 1.77518 -3.27050 -5.46208
H 0.94520 -5.06002 -3.94248
I -2.72011 2.42415 -4.14839
C -2.34603 0.76545 -2.95332
C -3.21425 -0.31392 -2.93576
C -2.91142 -1.38551 -2.11753
C -1.75872 -1.33900 -1.34849
N -0.93249 -0.29315 -1.36198
C -1.22045 0.74632 -2.14670
H -4.10638 -0.31339 -3.54799
H -3.55765 -2.25088 -2.06876
H -1.46486 -2.15566 -0.69963
H -0.53899 1.58396 -2.11149
Cl 2.58355 3.00261 -0.31480
C 3.75383 2.44403 0.89663
Cl 4.19677 3.81893 1.91674
Cl 5.20820 1.85140 0.04546
C 3.22000 1.22742 1.74858
O 3.61481 1.16734 2.89921
O 2.49787 0.42445 1.10977
```

=====

No. 3
# C22H11Cl3F3IN2O3Re

A molecular structure, C22H11Cl3F3IN2O3Re (ωB97M-V/def2-TZVPD, the Open Molecules 2025 dataset).

Output
**Gap between HOMO and LUMO (alpha / beta)**: 6.122 / 6.463 eV
**⟨S²⟩**: 0.76
**Largest force on an atom**: 0.0087 hartree/bohr
**E_tot**: -3235.84709 hartree
**2S+1**: 2
**ΔE to the lowest compared entry with this formula, charge and spin**: 0.0 kJ/mol
**Net charge**: +2

Geometry as XYZ:
```
46
C22H11Cl3F3IN2O3Re | the Open Molecules 2025 dataset | ωB97M-V/def2-TZVPD
Re 0.03454 0.16042 -0.33951
Cl 3.46525 5.61070 -3.82827
C 2.52425 4.53508 -2.88481
C 1.51428 5.04008 -2.06995
C 0.73706 4.18827 -1.29846
Cl -0.49828 4.82361 -0.29231
C 0.96619 2.81796 -1.33757
O 0.20529 2.00976 -0.55710
C 1.98845 2.30567 -2.15849
C 2.26569 0.89991 -2.23647
O 1.63738 0.01131 -1.63025
C 2.76696 3.17517 -2.93174
H 1.32923 6.10543 -2.03501
H 3.08471 0.56598 -2.87697
H 3.55115 2.78408 -3.56676
Cl -5.91755 -2.49815 1.90262
C -4.42436 -2.21736 1.11455
C -3.92753 -3.14643 0.24058
C -2.69881 -2.95063 -0.44064
I -2.00780 -4.35888 -1.76913
C -1.99824 -1.80222 -0.17966
O -0.80234 -1.46291 -0.74880
C -2.49426 -0.84062 0.71936
N -1.70740 0.26641 0.86528
C -2.13121 1.24510 1.66032
C -3.33805 1.16074 2.35169
C -4.13045 0.04074 2.22373
C -3.71599 -1.00371 1.38094
H -4.49183 -4.05076 0.05977
H -1.49535 2.11856 1.73412
H -3.63857 1.98397 2.98300
H -5.06679 -0.03566 2.75996
F 5.23473 -1.15934 3.94456
C 4.02846 -1.65661 4.22189
F 3.62563 -1.15757 5.39105
F 4.12236 -2.97814 4.32580
C 3.05117 -1.25906 3.12851
C 2.69569 0.07702 2.99279
C 1.81067 0.43160 2.00322
N 1.29732 -0.48342 1.14911
C 1.65165 -1.77476 1.27281
C 2.51990 -2.19471 2.26161
H 3.08843 0.83574 3.65586
H 1.48749 1.45597 1.87440
H 1.22762 -2.46701 0.55906
H 2.77444 -3.24224 2.33757
```

=====

- Among the records above, which one has the lowest E_tot?
  C22H11Br2Cl5IMnN2O3S

=====

- Which formula does entry 1 have?
  C21H8Cl5N2S5Tl